# C22H21BrFNO3

A molecular structure, C22H21BrFNO3 (the ωB97M-V functional and the def2-TZVPD basis, OMol25).

Properties
Total energy ... -3804.721465 a.u.
LUMO energy ... 0.15 eV
HOMO-LUMO gap ... 7.2 eV
Multiplicity ... 1

Last column: Löwdin charge in e.
Geometry (Å):
C 0.507 -3.678 -0.084  -0.08
C 1.235 -3.566 1.213  -0.30
H 1.858 -4.344 1.400  0.10
O 2.042 -2.504 1.283  0.00
C 1.547 -1.380 1.260  -0.21
C 0.134 -0.927 1.615  0.04
C -0.278 0.364 1.871  -0.15
C 0.753 1.505 1.574  -0.03
C 2.047 1.153 1.435  -0.46
C 2.542 -0.237 1.373  -0.33
O 3.777 -0.268 1.260  -0.06
C 4.101 -0.925 -0.122  -0.08
C 4.020 -0.184 -1.223  -0.22
C 2.810 0.190 -1.749  -0.17
C 2.529 1.079 -2.842  -0.02
C 3.457 1.994 -2.853  -0.10
C 4.779 1.787 -2.268  -0.11
C 4.935 0.895 -1.313  -0.09
H 6.016 1.010 -0.929  0.16
H 5.483 2.726 -2.403  0.15
H 3.297 2.807 -3.786  0.17
H 1.463 1.225 -3.053  0.13
F 1.800 -0.689 -1.488  0.06
H 3.571 -1.884 -0.044  0.13
H 5.262 -1.095 -0.157  0.17
Br 3.526 2.487 1.482  0.74
H 0.512 2.338 1.797  -0.01
C -1.611 1.001 1.764  -0.16
N -2.278 0.882 0.567  0.03
C -3.528 0.901 0.302  -0.29
C -4.041 0.746 -1.091  0.04
C -5.434 0.683 -1.445  0.06
C -6.271 1.122 -0.308  -0.36
C -5.848 1.256 0.918  -0.08
C -4.508 1.249 1.221  -0.02
H -4.090 1.765 2.247  0.16
H -6.503 1.679 1.532  0.09
O -7.650 1.180 -0.292  -0.04
H -7.847 0.978 -1.462  0.25
H -5.876 0.597 -2.216  -0.02
H -3.281 0.265 -1.658  0.08
H -1.808 0.484 0.000  0.02
H -1.869 1.768 2.316  0.06
H -2.224 -0.061 2.423  0.20
H -0.686 -1.532 1.509  0.07
H 0.469 -3.548 1.982  0.13
H -0.130 -4.643 -0.151  0.10
H 1.365 -3.960 -0.878  0.12
H -0.076 -2.689 -0.527  0.13


# C22H21F2

2 unconnected molecules or ions with the total composition C22H21F2 (the ωB97M-V functional and the def2-TZVPD basis, OMol25).

Properties
Total energy ... -1050.305419 a.u.
LUMO energy ... -5.95 eV
Charge ... +1
HOMO-LUMO gap ... 6.0 eV
Multiplicity ... 1

Last column: Löwdin charge in e.
Geometry (Å):
F -2.757 4.841 -0.339  0.06
C -2.851 3.471 -0.350  -0.22
C -4.114 2.889 -0.371  0.04
C -4.170 1.493 -0.314  -0.03
C -3.017 0.724 -0.146  0.00
C -1.731 1.330 -0.101  -0.18
C -0.483 0.607 0.126  0.04
C 0.737 1.147 -0.342  -0.05
C 2.046 0.712 -0.142  0.07
C 3.229 1.531 -0.293  -0.19
C 3.178 2.952 -0.370  0.08
C 4.367 3.671 -0.371  -0.22
F 4.306 5.044 -0.353  0.06
C 5.629 3.072 -0.366  0.05
C 5.675 1.668 -0.346  -0.04
C 4.508 0.915 -0.312  -0.01
C -1.677 2.741 -0.276  0.06
H -5.006 3.505 -0.417  0.13
H -5.141 1.001 -0.375  0.12
H -3.102 -0.360 -0.058  0.09
H -0.488 -0.205 0.879  0.13
H 0.683 2.020 -1.005  0.12
H 2.223 -0.344 0.082  0.12
H 2.222 3.476 -0.381  0.13
H 6.530 3.683 -0.377  0.14
H 6.643 1.172 -0.350  0.12
H 4.561 -0.175 -0.281  0.12
H -0.714 3.252 -0.290  0.12
C -2.165 -2.874 1.452  -0.15
C -0.963 -3.812 1.737  -0.14
C -0.344 -4.049 0.330  -0.25
C -1.685 -4.151 -0.445  -0.11
C -2.162 -2.726 -0.088  -0.28
C -0.912 -1.933 -0.498  -0.09
C 0.164 -2.733 -0.238  -0.02
H -3.096 -3.358 1.776  0.12
H -2.087 -1.918 1.976  0.10
H -0.272 -3.406 2.480  0.11
H -1.350 -4.762 2.134  0.12
H 0.334 -4.910 0.280  0.14
H -1.553 -4.299 -1.515  0.12
H -2.349 -4.930 -0.059  0.13
H -3.105 -2.385 -0.522  0.13
H -0.957 -1.082 -1.172  0.10
H 1.215 -2.502 -0.390  0.10


# C22H21F2N2O

A gas-phase ion, C22H21F2N2O (charge +1) (the ωB97M-V functional and the def2-TZVPD basis, OMol25).

Properties
Structure (SMILES) ... Fc1ccc(C(c2ccc(F)cc2)[n+]2ccc(N3CCOCC3)cc2)cc1
Total energy ... -1235.140386 a.u.
LUMO energy ... -3.54 eV
Charge ... +1
HOMO-LUMO gap ... 8.4 eV
Multiplicity ... 1

Last column: Löwdin charge in e.
Geometry (Å):
F -4.486 4.272 2.348  0.06
C -3.395 3.491 2.104  -0.23
C -3.516 2.102 2.361  0.03
C -2.345 1.303 2.232  -0.01
C -1.162 1.928 1.824  -0.20
C 0.124 1.066 1.856  -0.11
C 1.421 2.037 1.986  -0.15
C 2.636 1.499 1.587  -0.04
C 3.851 2.236 1.673  0.01
C 3.824 3.479 2.290  -0.23
F 5.012 4.158 2.499  0.04
C 2.625 4.088 2.707  0.02
C 1.444 3.342 2.583  -0.04
C -1.147 3.262 1.370  -0.06
C -2.241 4.072 1.572  0.01
H -4.450 1.637 2.620  0.11
H -2.392 0.236 2.440  0.11
H 0.142 0.495 2.831  0.17
H 2.642 0.490 1.197  0.11
H 4.764 1.823 1.221  0.13
H 2.638 5.112 3.063  0.13
H 0.539 3.857 2.929  0.11
H -0.232 3.659 0.920  0.12
H -2.224 5.127 1.292  0.13
C -0.372 -3.743 -4.677  -0.17
C 0.128 -2.635 -3.750  -0.11
N -0.195 -2.909 -2.315  -0.05
C -0.203 -1.889 -1.362  -0.15
C 0.000 -0.488 -1.642  0.05
C 0.074 0.446 -0.613  0.00
N 0.000 0.111 0.694  -0.01
C -0.438 -1.141 0.968  -0.02
C -0.472 -2.139 0.009  0.03
C 0.025 -4.314 -1.869  -0.11
C -0.368 -5.380 -2.937  -0.17
O 0.021 -5.065 -4.279  -0.14
H -1.482 -3.663 -4.774  0.14
H 0.153 -3.625 -5.639  0.14
H 1.224 -2.530 -3.888  0.14
H -0.413 -1.718 -4.042  0.13
H 0.193 -0.126 -2.664  0.12
H 0.252 1.476 -0.869  0.15
H -0.692 -1.400 1.998  0.14
H -0.701 -3.125 0.398  0.11
H 1.099 -4.482 -1.636  0.14
H -0.624 -4.570 -1.011  0.12
H 0.198 -6.310 -2.722  0.14
H -1.481 -5.552 -2.881  0.14


# C22H21F6

2 unconnected molecules or ions with the total composition C22H21F6 (the ωB97M-V functional and the def2-TZVPD basis, OMol25).

Properties
Total energy ... -1449.813730 a.u.
LUMO energy ... -6.65 eV
Charge ... +1
HOMO-LUMO gap ... 4.8 eV
Multiplicity ... 1

Last column: Löwdin charge in e.
Geometry (Å):
C -4.060 5.010 4.502  -0.10
C -4.258 3.733 3.727  -0.16
C -5.219 2.836 3.933  -0.14
C -5.495 1.604 3.076  -0.21
H -5.868 0.802 3.762  0.07
C -6.580 1.842 2.033  -0.13
C -6.379 2.177 0.750  -0.16
C -7.455 2.523 -0.243  -0.11
H -3.434 5.669 3.898  0.07
H -5.004 5.527 4.713  0.08
H -3.551 4.864 5.463  0.08
H -3.527 3.559 2.922  0.11
H -5.925 2.967 4.764  0.11
H -4.558 1.272 2.581  0.12
H -7.600 1.750 2.418  0.11
H -5.353 2.215 0.365  0.11
H -6.986 3.087 -1.051  0.07
H -7.935 1.644 -0.693  0.08
H -8.252 3.138 0.192  0.08
F -6.525 -4.955 -0.019  0.14
C -7.562 -4.776 0.849  -0.50
F -8.605 -4.250 0.130  0.13
F -7.959 -6.025 1.263  0.14
C -7.202 -3.889 2.002  -0.08
C -8.233 -3.287 2.710  0.03
C -7.923 -2.445 3.761  0.04
C -6.566 -2.164 4.129  -0.17
C -6.309 -1.209 5.159  0.11
C -5.198 -1.161 6.047  -0.17
C -4.143 -2.127 6.109  0.04
C -3.020 -1.904 6.899  0.04
C -2.988 -0.801 7.747  -0.07
C -1.778 -0.588 8.607  -0.50
F -1.761 0.643 9.197  0.13
F -1.696 -1.514 9.618  0.14
F -0.625 -0.695 7.873  0.14
C -4.052 0.085 7.827  0.03
C -5.142 -0.092 6.996  0.04
C -5.548 -2.816 3.376  0.03
C -5.871 -3.698 2.349  0.04
H -9.264 -3.509 2.440  0.14
H -8.739 -1.996 4.327  0.13
H -7.142 -0.552 5.422  0.14
H -4.220 -3.057 5.551  0.12
H -2.182 -2.595 6.887  0.14
H -4.023 0.896 8.551  0.14
H -5.982 0.600 7.076  0.13
H -4.503 -2.605 3.587  0.12
H -5.098 -4.248 1.827  0.14